Record 1
Entry from the Open Molecules 2025 dataset: one molecule with the formula C18H28N2O3S (ωB97M-V with the def2-TZVPD basis set).

The geometry in XYZ format:
```
52
Properties=species:S:1:pos:R:3:forces:R:3
C -2.9585 -2.5850 1.1900 0.0 0.3 0.2
C -3.2114 -1.1680 1.6904 -0.2 -0.1 -0.3
C -3.9579 -0.3202 0.6585 0.0 0.0 0.8
N -3.1216 -0.0089 -0.4825 0.0 0.7 -0.5
S -3.0328 1.5736 -1.0236 0.1 -0.5 0.0
O -4.0024 2.3712 -0.3287 0.2 -0.1 0.2
O -3.0472 1.5299 -2.4575 0.3 -0.1 0.1
C -1.4018 2.0421 -0.4734 -0.4 0.0 -0.3
C -0.3821 2.1786 -1.3942 -0.1 0.0 -0.1
C 0.8866 2.5197 -0.9575 -0.1 0.0 0.1
C 1.1371 2.7164 0.3972 0.0 0.1 -0.1
C 2.5283 3.0226 0.8697 0.1 -0.1 0.0
C 3.2793 1.7182 1.1940 0.1 0.2 -0.1
C 3.3941 0.9015 -0.0851 0.1 -0.1 0.4
O 4.0266 1.3557 -1.0241 0.2 0.4 -0.2
N 2.7858 -0.3026 -0.1699 0.0 -0.3 -0.1
C 1.9940 -1.0008 0.8140 -0.4 0.0 0.4
C 0.5431 -1.1355 0.3451 0.1 -0.1 -0.1
C 0.4403 -1.8162 -1.0241 0.0 0.0 0.0
C 0.6946 -3.3207 -0.9403 -0.1 0.3 0.0
C 1.3936 -1.1230 -2.0035 0.0 -0.1 0.2
C 2.8082 -1.0062 -1.4396 0.1 0.1 -0.5
C 0.0928 2.5787 1.3071 -0.1 -0.1 -0.1
C -1.1796 2.2472 0.8743 0.0 0.0 0.2
H -2.3655 -2.5635 0.2797 0.1 -0.1 -0.2
H -2.4246 -3.1651 1.9394 0.1 -0.1 0.0
H -3.9001 -3.0868 0.9782 -0.1 -0.1 0.0
H -3.8080 -1.2041 2.6037 0.0 0.0 0.1
H -2.2613 -0.6834 1.9205 0.0 0.1 0.1
H -4.8735 -0.8360 0.3486 0.0 0.1 0.0
H -4.2453 0.6398 1.0925 -0.2 -0.2 0.1
H -3.1953 -0.6440 -1.2589 0.1 0.0 -0.3
H -0.6063 2.0250 -2.4380 0.1 0.0 -0.2
H 1.6937 2.6301 -1.6662 0.1 0.0 -0.1
H 2.4977 3.6500 1.7621 0.0 0.0 0.0
H 3.0792 3.5449 0.0869 0.0 0.0 0.1
H 2.7811 1.1976 2.0070 0.0 0.0 0.0
H 4.2946 1.9679 1.5079 0.0 -0.1 0.0
H 2.4319 -1.9966 0.9561 0.0 0.1 0.1
H 2.0167 -0.4923 1.7756 0.1 -0.1 -0.1
H 0.1027 -0.1398 0.2775 0.0 0.1 0.1
H -0.0163 -1.7056 1.0879 -0.1 0.0 0.1
H -0.5827 -1.6709 -1.3910 0.0 0.0 0.0
H 1.6994 -3.5408 -0.5911 0.1 -0.1 0.0
H 0.5706 -3.7767 -1.9199 0.0 -0.1 -0.1
H -0.0115 -3.7865 -0.2562 -0.1 -0.1 0.1
H 1.0190 -0.1183 -2.2064 0.0 0.0 -0.1
H 1.4271 -1.6712 -2.9460 0.0 0.0 -0.1
H 3.2491 -1.9972 -1.2893 0.0 0.0 0.0
H 3.4448 -0.4391 -2.1200 -0.1 -0.2 0.1
H 0.2773 2.7397 2.3595 0.0 0.0 0.1
H -2.0035 2.1546 1.5636 -0.1 0.0 0.2
```
Positions in Å, forces in eV/Å.

Values from the calculation:
Gap between HOMO and LUMO   9.768 eV
ΔE to the lowest compared entry with this formula, charge and spin   36.5 kJ/mol
E_HOMO   -9.2 eV
Multiplicity   1

***

Record 2
Entry from the Open Molecules 2025 dataset: C18H29BN7O5PtS2Te4 as an isolated structure (ωB97M-V with the def2-TZVPD basis set).

The geometry in XYZ format:
```
67
Properties=species:S:1:pos:R:3:forces:R:3
Pt 0.3142 -0.2244 0.4141 0.0 0.7 0.5
B -1.7835 -1.8312 2.4965 0.1 -0.2 0.1
N -1.1128 -0.5862 3.1302 -0.2 0.1 0.0
C -1.1613 -0.2101 4.4100 0.1 0.1 0.0
C -0.1611 0.7226 4.6364 0.0 0.0 0.0
C 0.4707 0.8574 3.4083 -0.1 0.0 -0.1
N -0.1312 0.0787 2.4994 0.1 -0.3 0.0
N -2.1948 -1.5095 1.0385 0.0 0.1 0.0
C -3.4056 -1.5754 0.4957 0.0 -0.1 -0.1
C -3.2952 -1.5031 -0.8886 0.0 0.0 0.0
C -1.9408 -1.3866 -1.1209 0.1 -0.2 0.0
N -1.2731 -1.4014 0.0490 -0.3 0.3 -0.1
H -0.9542 -2.7074 2.4477 0.0 0.0 0.0
H -2.7421 -2.1499 3.1385 -0.1 0.1 0.0
H -1.8864 -0.6422 5.0785 0.0 0.0 0.0
H 0.0861 1.2148 5.5599 0.0 0.0 0.0
H 1.3180 1.4670 3.1513 0.0 0.0 0.0
H -4.2697 -1.7246 1.1213 0.0 0.0 0.0
H -4.0832 -1.5567 -1.6185 0.0 0.0 0.0
H -1.4052 -1.3426 -2.0543 0.0 0.1 0.0
Te 1.2457 -0.4450 -2.0587 -0.2 -0.4 0.2
Te 3.9132 -0.6411 -1.6601 0.1 0.0 -0.2
Te 4.0556 -1.5328 0.9144 0.0 0.0 0.2
Te 1.5854 -2.3771 1.2933 0.1 0.1 -0.5
O 1.9375 1.0568 0.5940 0.0 -0.3 0.2
S 2.4176 2.4287 1.0638 0.0 0.0 -0.1
C 1.0048 3.5702 1.0724 0.0 0.1 0.0
C 1.0528 4.3869 -0.2162 0.0 0.0 0.0
C 2.5356 4.5659 -0.5326 -0.1 0.0 0.0
C 3.1345 3.1692 -0.4284 0.1 0.1 0.0
H 1.1152 4.1875 1.9651 0.0 0.0 0.0
H 0.1267 2.9422 1.1768 0.0 0.0 0.1
H 0.5388 5.3399 -0.0943 0.0 0.0 0.0
H 0.5633 3.8366 -1.0240 0.0 0.0 0.0
H 2.9980 5.2350 0.1969 0.0 0.0 0.0
H 2.7057 4.9869 -1.5223 0.0 0.0 0.0
H 4.2188 3.1413 -0.3501 0.0 0.0 0.0
H 2.8066 2.5133 -1.2381 0.0 0.0 0.0
C -8.4621 4.4430 -0.2693 0.0 0.0 0.0
C -7.8989 4.1667 1.1184 0.1 0.0 -0.1
S -6.1848 4.6005 1.2654 0.1 0.1 0.1
O -5.7047 4.1897 2.5628 0.0 0.0 0.0
O -5.9968 5.9641 0.8435 0.0 0.0 0.0
C -5.3223 3.5648 0.0856 0.0 0.1 0.1
C -3.8902 4.0979 0.0385 -0.1 0.0 0.0
N -2.9304 3.0675 -0.3617 0.0 0.1 0.0
C -2.1871 2.3331 0.4968 -0.1 -0.2 0.0
N -1.3810 1.4966 -0.1616 0.2 0.2 -0.2
C -1.6248 1.6979 -1.4907 0.0 0.0 0.0
C -2.5707 2.6587 -1.6261 0.0 -0.1 0.0
N -3.1643 3.1171 -2.8489 0.0 0.0 0.0
O -4.1145 3.8754 -2.7713 0.0 0.0 0.0
O -2.6733 2.6967 -3.8726 0.0 0.0 0.0
C -2.3535 2.4280 1.9724 0.0 0.0 0.0
H -9.5497 4.4238 -0.2361 0.0 0.0 0.0
H -8.1394 3.6954 -0.9932 0.0 0.0 0.0
H -8.1498 5.4264 -0.6184 0.0 0.0 0.0
H -7.9657 3.1193 1.4141 -0.1 0.0 0.1
H -8.3754 4.7821 1.8836 0.0 0.0 0.0
H -5.7986 3.6191 -0.8903 0.0 0.0 0.0
H -5.3602 2.5516 0.4868 0.0 0.0 -0.1
H -3.5944 4.4410 1.0266 0.0 0.0 0.0
H -3.8237 4.9389 -0.6422 0.0 0.0 0.0
H -1.1397 1.1550 -2.2812 0.1 0.1 0.0
H -2.3850 3.4611 2.3163 0.0 0.0 0.0
H -1.5423 1.9119 2.4718 0.0 0.0 0.0
H -3.2929 1.9612 2.2771 0.0 0.0 0.0
```
Positions in Å, forces in eV/Å.

Values from the calculation:
Gap between HOMO and LUMO   5.386 eV
ΔE to the lowest compared entry with this formula, charge and spin   0.0 kJ/mol
E_HOMO   -9.7 eV
Multiplicity   1
Charge   +1

***

Record 3
Entry from the Open Molecules 2025 dataset: C18H29ClFeNO2P2 as an isolated structure in a non-equilibrium geometry (ωB97M-V with the def2-TZVPD basis set).

The geometry in XYZ format:
```
54
Properties=species:S:1:pos:R:3:forces:R:3
Fe -0.2899 0.1895 -0.1497 1.0 -1.3 2.8
P 1.9224 -0.5117 0.1656 -2.1 0.0 1.8
C 2.1185 -0.7315 -1.5656 1.6 -1.6 -0.7
C 0.9961 -1.2773 -2.2479 -1.7 -0.8 -0.1
N -0.2369 -0.9650 -1.6838 -0.4 -0.6 -2.1
C -1.3900 -1.3619 -2.3014 0.7 -0.3 0.8
C -1.3900 -2.2677 -3.3541 0.4 -0.2 -0.3
C -0.1699 -2.6258 -3.9405 -0.6 -0.3 0.9
C 1.0022 -2.1592 -3.3601 0.7 1.3 -0.7
C -2.6658 -0.8720 -1.6954 -0.6 0.3 0.5
P -2.3427 0.6656 -0.7436 -1.3 -0.3 -0.4
H 1.9328 -2.3011 -3.9035 0.0 -0.3 0.4
H -2.3342 -2.7251 -3.6550 0.3 0.4 -0.2
H -0.1706 -3.3413 -4.7634 0.2 0.3 0.2
H -3.4838 -0.6954 -2.3990 0.3 -0.3 -0.3
H -3.0527 -1.5693 -0.9523 0.1 -0.4 0.0
H 2.8053 1.2103 -2.2498 0.0 0.8 -0.8
H 3.1168 -0.9548 -1.9861 -0.5 0.4 -0.1
H 1.1403 2.8158 -1.8708 0.5 0.0 -0.3
O 2.8423 2.1099 -2.6513 -0.2 -0.5 0.1
H 2.7047 2.0258 -3.6112 0.1 -0.2 0.5
H 0.0892 1.4098 -0.7781 0.7 1.6 -1.0
O 0.4030 3.0507 -1.2989 0.9 2.8 1.8
H 0.8324 3.6462 -0.5739 -1.1 -1.5 -2.0
C -2.5483 1.8959 -2.0517 -0.1 0.8 -0.3
H -3.5200 1.8472 -2.5586 0.0 -0.3 0.3
H -2.4900 2.8975 -1.6163 0.3 -0.1 -0.1
H -1.7877 1.8112 -2.8379 0.1 0.0 0.4
C -3.7912 0.8866 0.3345 -0.5 0.1 0.2
H -3.5706 1.6283 1.1185 0.0 -0.2 -0.3
H -4.6988 1.2177 -0.2023 0.4 -0.1 0.1
H -4.0183 -0.0608 0.8448 0.1 0.2 -0.1
C 2.0595 -2.1862 0.9441 0.6 -0.2 -0.7
H 3.1340 -2.4170 0.9150 -0.3 -0.3 0.3
H 1.6476 -2.3019 1.9608 0.2 0.5 -0.5
H 1.5496 -2.8794 0.2626 0.0 0.1 0.3
C 3.2270 0.4983 0.8966 0.5 0.0 -0.5
H 2.9541 0.9248 1.8826 0.0 -0.3 -0.6
H 4.1123 -0.1574 0.9857 -0.2 0.5 0.1
H 3.4335 1.3054 0.1701 0.1 -0.2 0.5
Cl 1.3682 2.6514 3.8093 -0.3 -0.4 0.2
C 0.5872 1.0812 3.9146 -0.5 -1.2 -0.8
C 0.7084 0.3558 5.0909 -0.4 -0.7 0.2
C 0.1607 -0.9520 5.1852 0.3 1.2 -0.4
C -0.4941 -1.4966 4.0862 -0.5 -0.2 -0.3
C -0.6687 -0.7859 2.8853 1.0 1.3 0.9
C -0.1093 0.5318 2.7826 0.0 0.0 -0.1
C -0.2304 1.3720 1.5163 -0.4 0.0 0.1
H 1.1856 0.8191 5.9530 0.0 -0.2 -0.2
H 0.2361 -1.4875 6.1264 0.0 0.0 -0.2
H -0.9284 -2.4974 4.1539 0.2 0.3 0.1
H -1.2131 -1.2429 2.0427 0.3 0.4 0.4
H -1.2525 1.8253 1.4658 1.1 0.2 0.4
H 0.5786 2.1509 1.5091 -1.1 -0.7 -0.2
```
Positions in Å, forces in eV/Å.

Values from the calculation:
Gap between HOMO and LUMO (alpha / beta)   5.833 / 5.534 eV
E_HOMO (alpha / beta)   -8.8 / -10.9 eV
<S²>   6.11
Multiplicity   5
Charge   +1

***

Record 4
Entry from the Open Molecules 2025 dataset: C18H29F8NO9RbS2 as an isolated structure in a non-equilibrium geometry (ωB97M-V with the def2-TZVPD basis set).

The geometry in XYZ format:
```
68
Properties=species:S:1:pos:R:3:forces:R:3
Rb -17.9274 -6.6429 -20.1787 -0.9 1.2 0.8
O -19.5637 -4.6754 -18.7413 0.9 0.6 -0.1
C -18.9567 -3.4858 -18.2207 -1.2 -1.9 0.3
C -19.5420 -2.7888 -16.8859 0.0 -2.2 1.3
O -19.7386 -3.5349 -15.6830 0.5 0.9 -2.2
H -18.9419 -2.7567 -19.0308 -0.3 1.2 -0.3
H -17.8907 -3.6615 -18.0762 0.9 -0.2 0.6
H -20.4581 -2.2915 -17.2045 -0.8 0.2 -0.3
H -18.8399 -1.9829 -16.6723 0.7 0.7 -0.2
O -18.6443 -5.4645 -22.8140 0.4 -0.4 -0.7
S -17.9850 -4.2557 -23.2187 -0.6 3.4 1.3
O -16.5584 -4.0414 -23.0039 -1.9 -0.9 -1.1
O -18.3519 -3.8579 -24.7559 1.5 -1.1 0.8
C -19.6696 -4.0950 -25.2756 -0.5 1.4 0.9
C -19.8972 -2.8135 -26.1322 0.3 -1.8 -0.8
C -18.8672 -2.8344 -22.4249 -0.1 -1.3 -0.4
H -20.3923 -4.0924 -24.4596 0.0 0.0 0.2
H -19.7095 -5.1106 -25.6695 0.0 0.4 -0.8
H -20.8608 -2.8483 -26.6405 -0.1 0.2 0.3
H -19.1519 -2.8594 -26.9262 0.1 0.3 -0.1
H -19.7328 -1.8990 -25.5623 -0.3 -0.3 0.1
H -18.9852 -3.0537 -21.3638 0.8 0.2 0.4
H -19.9154 -2.8138 -22.7232 0.1 -0.2 -0.6
H -18.3765 -1.9174 -22.7512 0.1 -0.2 0.5
O -15.6407 -6.8768 -21.7818 1.9 -0.5 -1.9
S -14.6166 -6.7458 -22.8246 0.1 1.3 -0.1
O -13.7757 -5.5541 -22.8348 -1.2 -1.8 -0.2
O -13.6175 -8.0376 -22.6927 -0.6 0.6 0.4
C -12.4651 -8.0670 -23.5243 2.3 -1.4 -0.9
C -11.3289 -9.0334 -23.0079 -0.5 0.2 0.5
C -15.3545 -7.0307 -24.5247 0.3 0.2 1.3
H -11.9752 -7.1280 -23.7822 -0.6 0.5 0.8
H -12.7009 -8.4738 -24.5077 -0.6 -0.2 0.0
H -10.5279 -9.1502 -23.7378 -0.4 0.2 -0.5
H -11.6854 -10.0371 -22.7761 -0.3 0.0 -0.2
H -10.7588 -8.7355 -22.1280 -0.5 0.6 0.3
H -16.2067 -7.6963 -24.3880 0.1 0.1 0.0
H -14.6193 -7.4871 -25.1876 0.1 0.1 0.3
H -15.6419 -6.0527 -24.9108 0.0 0.0 0.3
N -16.5155 -8.9972 -19.3056 2.4 -1.9 -0.7
C -17.0184 -10.2380 -19.3199 -1.1 -0.1 -0.1
C -16.3514 -11.4370 -19.1232 2.8 0.9 -0.3
C -14.9365 -11.3279 -18.9759 -1.5 -0.1 0.3
C -14.3261 -10.0715 -19.0012 -0.5 -0.9 -0.5
C -15.1346 -8.9827 -19.2568 -1.9 1.2 1.0
H -18.0669 -10.3208 -19.5653 -0.5 0.3 0.3
H -16.7823 -12.4256 -19.1828 -0.4 0.2 0.1
H -14.3968 -12.2503 -18.8197 0.4 0.1 0.0
H -13.2590 -9.9678 -18.8706 0.0 0.1 -0.1
H -14.7565 -7.9723 -19.3065 0.4 0.0 0.0
C -16.0138 -10.7533 -22.7145 -0.1 -0.6 1.1
C -15.1059 -11.5981 -23.6214 -0.4 0.2 0.1
C -14.1237 -12.5238 -22.8299 -1.0 -0.4 -0.4
F -13.2553 -13.0890 -23.6811 0.2 0.0 -0.4
F -13.4280 -11.8612 -21.9046 0.3 0.9 0.3
F -15.8285 -12.3553 -24.4983 0.0 -0.3 0.7
F -14.4247 -10.7580 -24.4203 0.8 0.4 0.0
O -16.8199 -9.9394 -23.4909 -1.0 0.3 -0.6
C -18.1244 -9.5922 -23.0981 2.2 0.5 -3.4
C -19.1480 -10.7402 -23.0830 -0.1 -0.9 2.7
F -20.3838 -10.3632 -23.3994 -0.2 0.7 -0.4
F -18.8535 -11.8512 -23.7698 0.7 0.2 -1.0
F -18.1060 -8.8566 -22.0154 -0.4 -0.5 2.0
F -18.4055 -8.7165 -24.0578 -1.2 0.4 -1.2
H -15.4036 -10.1315 -22.0594 0.3 -0.1 0.0
H -16.6711 -11.3434 -22.0758 0.5 -0.7 0.1
H -14.6613 -13.3168 -22.3101 -0.3 -0.1 -0.1
H -19.1446 -11.0632 -22.0420 -0.3 0.0 0.4
```
Positions in Å, forces in eV/Å.

Values from the calculation:
Gap between HOMO and LUMO   1.747 eV
E_HOMO   -0.5 eV
Multiplicity   1
Charge   -1

***

Electronic energy values (in eV) by entry order: -39079.233 -94563.891 -90199.328 -83113.753.